DFT (wB97M-V/def2-TZVPD) results for a molecular structure, C29H39IrN3O7P3S3Si.

Last column: Löwdin spin population.
Atoms and positions in Å:
H1 -1.8351 -5.1674 -0.5304  0.000
C1 -3.5795 2.1831 -3.8037  0.000
P1 2.9935 -1.5495 0.4804  0.004
H2 -1.6899 -5.0419 -5.4725  0.000
H3 0.8029 2.6341 5.5042  0.000
C2 -2.9504 3.1739 -4.5437  0.002
H4 5.6147 0.3812 -1.4697  0.000
C3 -3.1805 1.9235 -2.5013  0.003
H5 5.0235 0.0100 1.4616  0.000
H6 -3.2508 3.3617 -5.5669  0.000
O1 1.9786 -0.9156 1.3758  0.049
H7 0.4617 -0.0678 4.8579  0.000
C4 -1.0504 -4.7518 -4.6480  0.000
Si1 0.3228 1.8358 3.2641  0.005
O2 1.6414 1.5570 -0.3464  0.004
H8 4.7923 1.5171 0.7082  0.000
H9 -1.4074 4.6675 -4.5618  0.000
H10 0.6457 -5.8447 -5.3727  0.000
H11 4.6725 -1.0083 -2.0133  0.000
H12 0.2155 -0.6576 3.2099  0.002
H13 -2.4395 -0.8090 0.4610  0.001
C5 -0.7119 -3.5381 -2.6081  0.000
C6 -1.5140 3.6614 -2.6758  0.003
H14 1.2595 -3.6541 -1.7409  0.000
C7 -1.5720 3.0240 1.6239  0.001
C8 -0.3492 -2.7540 1.3232  0.006
C9 0.2619 -5.1983 -4.5924  0.000
H15 -0.9272 2.8467 5.2423  0.000
H16 2.7568 1.3111 3.5169  0.000
C10 3.8674 -0.0919 -0.2716  0.000
C11 -0.5640 -4.7889 2.5872  0.000
H17 -2.6474 0.7057 1.0402  0.002
C12 -3.1708 4.7018 2.4579  0.000
H18 -1.4825 -6.4362 1.5549  0.000
H19 5.7178 -1.1689 -0.5894  0.000
C13 -1.5397 -3.9150 -3.6544  0.000
C14 -0.9569 -3.3601 0.2335  0.000
C15 -3.7377 4.8579 1.2053  0.000
H20 -3.5366 5.2726 3.3035  0.000
C16 -2.1992 3.2002 0.3641  0.003
C17 0.0528 2.9515 4.7721  0.000
H21 -2.5542 -3.5378 -3.6867  0.000
H22 -1.1404 0.0409 4.1390  0.000
H23 -1.8658 -0.3940 1.9600  0.002
O3 2.7541 -2.6410 -0.4845  0.000
C18 -1.9146 3.9084 -3.9795  0.000
P2 2.8420 1.1765 -1.1763  0.001
S1 -0.5940 -0.0944 -3.1850  0.007
H24 -4.3618 1.5820 -4.2489  0.000
P3 -1.3142 -2.4476 -1.2999  0.000
O4 4.2486 -2.0212 1.4626  0.002
H25 -1.7329 3.7053 3.6534  0.000
H26 4.0339 2.8835 -1.7585  0.000
C19 -0.0689 0.1184 3.9189  0.003
O5 3.8901 2.4323 -0.9191  0.000
N1 4.3722 0.6220 0.9673  0.000
S2 0.0852 -0.8648 -1.4431  0.006
Ir1 -0.1762 0.6641 0.2777  0.832
C20 -2.1565 2.6724 -1.9549  0.002
H27 2.4849 3.0379 3.3013  0.000
C21 -0.1533 -3.4693 2.4992  0.001
N2 -0.5352 2.1446 1.8099  -0.001
O6 -1.7336 2.3933 -0.6640  0.053
C22 -3.2430 4.0855 0.1617  0.001
H28 -3.6701 4.1711 -0.8282  0.000
O7 2.8058 0.8494 -2.6064  0.000
N3 -1.9854 -0.0680 1.0048  -0.002
S3 -3.2318 -2.0240 -1.3930  0.000
H29 -0.4092 -5.3481 3.5020  0.000
H30 4.5117 -2.9084 1.1934  0.000
H31 2.3661 1.9985 1.8838  0.000
C23 5.0529 -0.4938 -1.1344  0.000
H32 0.0177 -1.7361 1.2581  0.008
C24 1.0899 -4.8114 -3.5455  0.000
H33 -4.5509 5.5501 1.0328  0.000
H34 0.2282 4.0087 4.5601  0.000
C25 0.6089 -3.9793 -2.5474  0.000
H35 -3.6166 1.1121 -1.9321  0.000
C26 -2.1335 3.8047 2.6553  0.000
H36 2.1178 -5.1497 -3.5097  0.000
H37 0.3358 -2.9843 3.3352  0.000
H38 -0.6981 4.2046 -2.2169  0.000
C27 2.1718 2.0484 2.9554  0.001
H39 3.5654 0.7935 1.5829  0.000
C28 -1.1676 -5.4018 1.4931  0.000
C29 -1.3635 -4.6921 0.3215  0.000

Values from the calculation:
HOMO (spin up / spin down)   -0.139 / -0.140 Ha
Total charge   -1
Gap between HOMO and LUMO (spin up / spin down)   6.008 / 6.034 eV
⟨S²⟩   0.7522
Energy above the lowest of the compared OMol25 structures with the same formula, charge and spin   36.3 kcal/mol
Spin multiplicity   2

---

DFT (wB97M-V/def2-TZVPD) results for C4H6O in the gas phase in a non-equilibrium geometry.

Last column: Mulliken charge in e.
Atoms and positions in Å:
H1 0.1280 -1.2553 1.5824  0.276
H2 -0.1046 0.0015 -1.9812  0.287
O1 0.1538 1.0761 0.9344  -0.450
H3 0.0155 -1.8861 -0.1184  0.258
C1 -0.8062 0.1912 0.2485  -0.156
H4 2.0437 0.1519 0.4797  0.362
C2 0.9811 0.1915 0.1244  -0.156
C3 0.0871 -0.9996 0.5180  -0.543
C4 -0.1458 0.5902 -1.0664  -0.586
H5 -0.5157 1.6206 -1.2902  0.241
H6 -1.8367 0.3180 0.5688  0.466

Values from the calculation:
HOMO   -0.344 Ha
Total charge   0
Gap between HOMO and LUMO   10.523 eV
Energy above the lowest of the compared OMol25 structures with the same formula, charge and spin   70.8 kcal/mol

---

DFT (wB97M-V/def2-TZVPD) results for 5 unconnected molecules or ions with the total composition C30H37N8 in a non-equilibrium geometry.

Last column: Mulliken charge in e.
Atoms and positions in Å:
C1 -6.2177 4.4054 2.4112  -0.372
H1 5.1248 -3.1107 -8.1033  0.347
H2 3.5784 -5.2215 1.5264  0.362
H3 -1.4333 1.4513 -1.1567  -0.332
H4 -2.3603 2.9899 -0.4180  0.069
H5 3.6180 -0.1467 -4.5094  0.363
H6 1.5363 -1.5245 0.7569  0.525
H7 -3.9220 0.8042 -1.0307  0.291
C2 3.5127 -4.1389 1.5849  -0.155
C3 2.4291 -1.0589 -2.4601  -0.416
C4 -3.4675 1.0408 0.0213  -0.369
H8 -3.9289 1.2284 3.1270  0.217
N1 -3.8730 -2.0328 2.8476  -0.309
C5 -4.7880 -2.9006 3.3314  -0.281
C6 2.3731 -2.0906 1.1555  -0.104
H9 3.0642 0.9365 -1.9445  0.380
N2 1.2434 0.9948 -2.9114  -0.485
N3 3.3434 -1.3511 1.7361  -0.258
C7 3.9392 -0.7716 -5.3376  0.139
N4 1.1003 2.1134 2.9681  -0.710
H10 -0.4979 -1.6697 -4.0639  0.426
H11 3.3007 -1.5485 -2.0408  0.373
H12 -1.8785 -1.8983 5.5796  0.368
C8 -4.5005 2.0452 2.4999  -0.174
H13 1.9509 2.2474 3.5728  0.235
H14 5.1824 -3.7677 -5.6938  0.357
C9 -4.7342 -3.4486 4.6029  -0.394
C10 0.3113 -1.1265 -3.5890  -0.475
H15 5.4007 -3.8944 2.6067  0.350
C11 4.8145 -2.7920 -5.9986  -0.259
H16 -5.4984 -4.1397 4.9400  0.350
H17 0.7649 1.3003 0.1227  -0.169
C12 -3.6755 -3.0884 5.4303  -0.115
H18 -3.5988 -3.4986 6.4331  0.346
C13 -5.1759 3.2628 -0.0623  -0.335
C14 -2.0308 1.8572 -0.2361  0.135
H19 -6.8590 5.2345 2.9823  0.238
H20 -5.1169 3.3378 -1.2305  0.287
H21 0.9160 4.9264 1.0313  0.308
C15 3.8631 -0.3190 -6.6451  -0.684
H22 -5.4747 3.1290 4.4355  0.218
N5 4.4050 -1.9915 -4.9907  -0.349
H23 3.4776 0.6698 -6.8660  0.374
C16 -2.8576 -1.7003 3.6745  -0.237
C17 2.2993 0.3196 -2.4078  -0.333
H24 3.2707 3.2143 2.1113  0.231
C18 1.4127 -1.7930 -3.0626  0.029
C19 -6.0867 4.3969 0.7474  -0.366
N6 -1.1721 1.8916 1.0346  -0.460
H25 1.4810 4.8062 2.6056  0.255
C20 4.3993 -2.0263 2.2397  -0.317
H26 4.2510 -0.8454 -8.6977  0.360
C21 -4.4157 2.1322 0.8624  0.259
H27 0.1708 3.0334 -0.3677  0.175
H28 -2.1365 -1.0000 3.2630  0.593
H29 1.6021 -4.0156 0.5836  0.392
C22 0.2731 0.2553 -3.4920  -0.547
N7 0.7805 4.3803 1.9347  -0.637
C23 4.7808 -2.4276 -7.3350  -0.393
C24 1.1961 2.9217 1.6787  0.716
N8 2.6808 2.9838 1.2667  -0.745
C25 4.5291 -3.4048 2.1874  -0.400
H30 -0.5637 0.8214 -3.8905  0.491
H31 -5.5927 -3.1534 2.6467  0.348
C26 4.2941 -1.1658 -7.6608  -0.173
H32 -3.3226 0.0433 0.6226  0.126
H33 1.0348 1.1056 2.6665  0.240
H34 -6.6589 5.2173 0.1182  0.221
C27 0.2281 2.2567 0.5317  -0.432
C28 -2.7161 -2.1980 4.9600  -0.691
C29 2.4113 -3.4724 1.0585  -0.760
H35 1.4784 -2.8756 -3.1211  0.460
H36 2.9927 2.0662 0.8704  0.280
H37 5.1642 -1.4094 2.7029  0.353
C30 -5.4260 3.1975 3.2533  -0.352

Values from the calculation:
HOMO   -0.058 Ha
Total charge   -1
Gap between HOMO and LUMO   3.859 eV